Density functional theory data (the ωB97M-V functional and the def2-TZVPD basis) for the molecule C4H4ClOPS.

Each line ends with the natural charge from an NBO analysis.
Cartesian coordinates (Å):
Cl -2.553 0.636 -0.888  -0.31
S 0.381 -1.922 0.303  0.67
P -2.105 -0.256 0.856  1.07
O -2.178 1.102 1.784  -0.98
C 1.621 -1.351 -0.740  -0.48
C 0.974 1.002 -0.401  -0.03
C 1.765 0.069 -0.927  -0.35
C -0.392 -0.503 0.718  -0.84
H 2.562 0.374 -1.629  0.25
H -2.891 1.118 2.394  0.50
H 0.432 1.919 -0.335  0.24
H 2.382 -2.189 -1.137  0.26

E_LUMO (spin up / spin down) in eV: -0.79 / -0.80
Gap between HOMO and LUMO (spin up / spin down) in eV: 7.32 / 7.31
Energy relative to the best compared isomer or geometry (same formula, charge and spin) in kcal/mol: 98.6
HOMO energy (spin up / spin down) in eV: -8.11 / -8.11
E_tot in a.u.: -1429.638179

***

Density functional theory data (the ωB97M-V functional and the def2-TZVPD basis) for a cluster of 2 separate species, Cl2H3N3 in total.

Each line ends with the natural charge from an NBO analysis.
Cartesian coordinates (Å):
Cl -2.584 -0.467 0.199  0.11
Cl 0.817 2.841 0.113  -0.30
N 1.085 -0.464 -0.299  -0.47
N -1.072 0.218 -0.180  -0.32
N -0.127 -0.659 -0.068  -0.01
H 1.726 -1.319 0.036  0.36
H 0.547 1.597 -0.048  0.27
H -0.391 -1.746 0.247  0.36

E_LUMO in eV: -0.17
Gap between HOMO and LUMO in eV: 9.36
Energy relative to the best compared isomer or geometry (same formula, charge and spin) in kcal/mol: 14.8
HOMO energy in eV: -9.53
E_tot in a.u.: -1086.306619

***

Density functional theory data (the ωB97M-V functional and the def2-TZVPD basis) for a cluster of 8 separate species, C32H64F6N2O8 in total.

Each line ends with the Löwdin charge.
Cartesian coordinates (Å):
F -4.467 -1.461 3.969  0.19
F 6.085 -4.255 -1.812  0.17
F 4.604 -5.886 -2.060  0.14
F 5.691 -5.490 -0.149  0.20
F -5.665 -0.301 2.503  0.17
F -3.554 0.204 2.879  0.14
O -3.407 -2.393 0.339  0.03
O 3.060 -4.314 -0.305  0.13
O -1.846 4.499 -3.008  0.05
O -4.423 0.870 5.443  0.16
O 0.656 0.410 -0.852  -0.01
O -6.228 1.454 4.231  0.04
O -1.113 -4.398 -2.998  0.05
O 4.378 -2.576 -1.038  0.05
N 3.947 2.195 4.077  -0.16
N 1.502 0.822 -5.117  -0.17
C -1.141 -4.672 -0.659  -0.02
C 0.158 2.688 -5.982  -0.08
C -5.687 -3.092 0.221  -0.01
C 3.909 -0.255 -0.649  -0.06
C 0.106 0.068 0.251  -0.42
C 5.124 -4.938 -1.202  -0.55
C -4.712 -0.275 3.433  -0.53
C 0.555 -3.040 -1.872  -0.02
C -1.309 -0.507 0.252  -0.03
C 2.184 0.350 -3.902  -0.25
C 2.191 2.601 5.739  -0.10
C 0.927 -0.087 1.467  -0.02
C 0.992 -0.178 -6.099  -0.21
C 5.959 1.543 2.745  -0.09
C -8.206 2.698 4.983  -0.06
C 2.786 1.607 4.762  -0.28
C -3.954 -4.311 1.710  0.00
C 2.621 3.454 2.282  -0.09
C -5.142 0.750 4.485  -0.40
C -1.826 3.228 -1.010  -0.02
C -4.241 -3.204 0.711  -0.45
C 4.578 1.153 3.221  -0.27
C 3.653 3.505 3.418  -0.22
C 0.525 1.830 -4.738  -0.26
C -2.244 3.494 -2.404  -0.50
C 4.097 -3.905 -0.834  -0.30
C -0.625 -4.011 -1.944  -0.44
C -6.685 2.487 5.146  -0.17
C 3.588 -0.125 -4.241  -0.07
C 3.361 -1.629 -0.819  -0.25
C -0.222 -1.008 -5.600  -0.08
C -3.176 2.495 -3.015  -0.02
H 5.976 2.474 2.179  0.06
H 1.759 0.614 1.397  0.06
H -2.987 2.518 -4.089  0.08
H 4.208 0.627 -4.728  0.08
H 1.448 -3.444 -2.348  0.09
H 4.620 0.288 3.883  0.11
H 0.279 0.183 2.301  0.09
H -3.537 -3.863 2.612  0.09
H -4.245 2.620 -2.846  0.09
H 1.533 2.040 6.403  0.07
H 1.741 -0.934 -6.335  0.10
H 0.303 -2.114 -2.388  0.07
H -6.377 -3.753 0.746  0.07
H 3.165 2.988 1.460  0.06
H -1.297 -3.934 0.128  0.05
H 2.261 4.443 2.000  0.07
H 0.758 0.272 -7.063  0.10
H -6.141 3.418 4.991  0.13
H 2.888 3.038 6.454  0.08
H -4.859 -4.870 1.946  0.08
H -5.820 -3.090 -0.861  0.09
H 1.619 3.348 5.190  0.07
H 2.622 -1.552 -1.617  0.09
H 2.054 1.114 -3.136  0.10
H 4.606 3.897 3.061  0.10
H 6.508 1.722 3.670  0.08
H 3.071 0.693 5.284  0.11
H -2.626 3.052 -0.290  0.09
H -2.801 1.510 -2.739  0.08
H 0.845 -2.863 -0.836  0.06
H -1.148 -0.459 -5.431  0.06
H -0.397 1.457 -4.292  0.09
H 3.956 0.880 2.367  0.08
H 3.192 0.553 -0.506  0.07
H -2.083 -5.198 -0.814  0.08
H -0.372 3.633 -5.853  0.06
H 4.632 -0.269 0.166  0.07
H 6.361 0.717 2.159  0.07
H 4.101 -0.539 -3.373  0.04
H 3.568 -0.952 -4.950  0.07
H -6.015 -2.084 0.475  0.07
H 1.322 -1.099 1.550  0.10
H 1.996 1.210 4.124  0.09
H -1.647 -0.832 -0.732  0.08
H -1.296 -1.471 0.760  0.07
H -8.559 3.350 5.782  0.08
H -8.810 1.790 4.984  0.08
H 1.131 2.979 -6.377  0.07
H 1.695 2.886 2.370  0.06
H -1.210 2.329 -1.034  0.07
H 2.775 -1.902 0.059  0.11
H -0.331 2.240 -6.847  0.06
H -6.578 2.149 6.177  0.12
H -8.339 3.176 4.013  0.07
H -0.378 -5.415 -0.428  0.09
H 3.227 4.224 4.118  0.09
H 0.994 2.505 -4.022  0.11
H -1.268 4.100 -0.669  0.09
H 1.720 -0.540 -3.477  0.08
H 4.501 0.106 -1.490  0.07
H -2.030 0.215 0.634  0.08
H -3.165 -4.921 1.272  0.07
H -0.557 -1.724 -6.351  0.07
H 0.069 -1.630 -4.754  0.05

E_LUMO in eV: 0.26
Gap between HOMO and LUMO in eV: 8.21
SMILES: CCOC(=O)C(F)(F)F.CCOC(=O)C(F)(F)F.CCN(CC)CC.CCN(CC)CC.CC(C)=O.CC(C)=O.CC(C)=O.CC(C)=O
HOMO energy in eV: -7.95
E_tot in a.u.: -2568.216624

***

Density functional theory data (the ωB97M-V functional and the def2-TZVPD basis) for a structure of composition C20H27MnN4O4.

Each line ends with the natural charge from an NBO analysis.
Cartesian coordinates (Å):
Mn 2.696 37.968 -15.893  1.70
O -1.016 36.679 -18.131  -0.47
O 1.561 36.577 -15.061  -1.24
O 0.794 37.928 -17.440  -0.75
O -1.198 38.820 -17.855  -0.46
N -1.185 36.909 -14.768  -0.53
N 0.409 33.580 -15.272  -0.48
N 1.529 35.300 -12.698  -0.54
N 3.393 38.862 -13.547  -0.52
C 5.135 39.231 -15.020  -0.27
C -3.383 37.078 -14.867  -0.31
C -2.382 36.984 -18.503  -0.09
C 2.081 33.837 -11.079  -0.29
C -1.546 37.850 -13.842  -0.10
C -0.516 31.590 -14.888  -0.29
C 3.938 37.620 -13.822  -0.13
C 0.974 34.514 -10.688  -0.28
C -0.978 32.030 -16.104  -0.28
C 0.643 35.448 -11.680  -0.09
C -2.937 37.963 -13.912  -0.29
C 4.986 37.868 -14.700  -0.36
C -2.531 38.441 -18.164  0.05
C 0.463 32.524 -14.392  -0.08
C 2.329 34.226 -12.414  -0.12
C -0.506 33.336 -16.266  -0.11
C -2.295 36.377 -15.327  -0.09
C -0.357 37.801 -17.827  1.04
C -3.106 39.260 -19.304  -0.63
C 3.977 39.804 -14.380  -0.15
H 2.731 39.100 -12.823  0.46
H 5.882 39.778 -15.575  0.28
H 1.129 32.464 -13.544  0.23
H 3.003 33.973 -13.219  0.20
H -0.217 36.780 -15.025  0.43
H 0.463 34.352 -9.750  0.23
H 1.631 35.836 -13.548  0.41
H -3.567 38.673 -13.398  0.23
H -4.157 38.981 -19.385  0.23
H 2.651 33.024 -10.654  0.23
H 5.681 37.118 -15.047  0.26
H -3.049 40.328 -19.095  0.24
H -0.579 34.048 -17.075  0.20
H -0.774 38.480 -13.427  0.19
H 3.712 40.850 -14.341  0.26
H 0.945 34.432 -15.190  0.35
H -1.546 31.584 -16.906  0.23
H -2.628 39.163 -20.278  0.22
H 1.500 35.606 -14.976  0.45
H -2.188 35.609 -16.078  0.21
H -0.137 36.195 -11.678  0.22
H -0.768 30.595 -14.554  0.23
H -3.021 36.284 -17.964  0.22
H -2.493 36.842 -19.578  0.20
H 3.645 36.740 -13.269  0.29
H -3.228 38.433 -17.326  0.22
H -4.396 37.000 -15.234  0.22

E_LUMO (spin up / spin down) in eV: -4.37 / -4.85
Spin multiplicity: 6
Gap between HOMO and LUMO (spin up / spin down) in eV: 5.50 / 5.02
Energy relative to the best compared isomer or geometry (same formula, charge and spin) in kcal/mol: 3.3
HOMO energy (spin up / spin down) in eV: -9.86 / -9.86
Net charge: +1
E_tot in a.u.: -2448.967342

***

Density functional theory data (the ωB97M-V functional and the def2-TZVPD basis) for a cluster of 2 separate species, C11H19FN3 in total.

Each line ends with the natural charge from an NBO analysis.
Cartesian coordinates (Å):
F -1.235 -2.910 0.619  -0.30
N -4.268 -0.583 -0.071  -1.10
N 1.191 -2.857 0.083  -0.22
N 2.043 -3.784 -0.216  -0.18
C 1.800 -1.686 0.635  0.16
C 0.702 1.634 2.141  -0.62
C 0.013 0.252 -1.504  -0.58
C 0.081 0.183 0.001  0.75
C 0.422 -1.046 0.755  -0.45
C 3.073 -1.960 0.849  -0.28
C 1.071 -0.445 -2.331  -0.62
C -0.137 -2.381 0.065  0.42
C -1.603 1.572 0.720  -0.62
C 3.153 -3.269 0.209  -0.01
C 0.008 1.485 0.691  -0.37
H 0.916 -0.279 -3.431  0.26
H 0.074 -1.025 1.835  0.28
H 2.132 -0.069 -2.191  0.24
H -1.106 -0.029 -1.846  0.31
H 0.424 2.168 0.020  0.25
H -4.768 0.130 0.428  0.37
H -0.464 -2.228 -1.026  0.15
H 0.526 2.681 2.535  0.26
H 1.817 1.398 1.863  0.23
H 0.290 1.006 2.988  0.24
H 3.769 -1.362 1.204  0.24
H -4.134 -1.421 0.390  0.37
H -2.014 2.175 1.569  0.27
H 4.026 -3.887 0.144  0.23
H 0.130 1.286 -1.630  0.23
H 1.067 -1.524 -2.057  0.22
H -2.052 0.633 0.601  0.25
H -4.786 -0.780 -0.913  0.37
H -2.161 2.082 -0.131  0.26

E_LUMO in eV: -5.89
Gap between HOMO and LUMO in eV: 7.07
HOMO energy in eV: -12.96
Net charge: +1
E_tot in a.u.: -694.222959

***

What did the fourth record say?
Density functional theory data (the ωB97M-V functional and the def2-TZVPD basis) for a structure of composition C20H27MnN4O4.

Each line ends with the natural charge from an NBO analysis.
Cartesian coordinates (Å):
Mn 2.696 37.968 -15.893  1.70
O -1.016 36.679 -18.131  -0.47
O 1.561 36.577 -15.061  -1.24
O 0.794 37.928 -17.440  -0.75
O -1.198 38.820 -17.855  -0.46
N -1.185 36.909 -14.768  -0.53
N 0.409 33.580 -15.272  -0.48
N 1.529 35.300 -12.698  -0.54
N 3.393 38.862 -13.547  -0.52
C 5.135 39.231 -15.020  -0.27
C -3.383 37.078 -14.867  -0.31
C -2.382 36.984 -18.503  -0.09
C 2.081 33.837 -11.079  -0.29
C -1.546 37.850 -13.842  -0.10
C -0.516 31.590 -14.888  -0.29
C 3.938 37.620 -13.822  -0.13
C 0.974 34.514 -10.688  -0.28
C -0.978 32.030 -16.104  -0.28
C 0.643 35.448 -11.680  -0.09
C -2.937 37.963 -13.912  -0.29
C 4.986 37.868 -14.700  -0.36
C -2.531 38.441 -18.164  0.05
C 0.463 32.524 -14.392  -0.08
C 2.329 34.226 -12.414  -0.12
C -0.506 33.336 -16.266  -0.11
C -2.295 36.377 -15.327  -0.09
C -0.357 37.801 -17.827  1.04
C -3.106 39.260 -19.304  -0.63
C 3.977 39.804 -14.380  -0.15
H 2.731 39.100 -12.823  0.46
H 5.882 39.778 -15.575  0.28
H 1.129 32.464 -13.544  0.23
H 3.003 33.973 -13.219  0.20
H -0.217 36.780 -15.025  0.43
H 0.463 34.352 -9.750  0.23
H 1.631 35.836 -13.548  0.41
H -3.567 38.673 -13.398  0.23
H -4.157 38.981 -19.385  0.23
H 2.651 33.024 -10.654  0.23
H 5.681 37.118 -15.047  0.26
H -3.049 40.328 -19.095  0.24
H -0.579 34.048 -17.075  0.20
H -0.774 38.480 -13.427  0.19
H 3.712 40.850 -14.341  0.26
H 0.945 34.432 -15.190  0.35
H -1.546 31.584 -16.906  0.23
H -2.628 39.163 -20.278  0.22
H 1.500 35.606 -14.976  0.45
H -2.188 35.609 -16.078  0.21
H -0.137 36.195 -11.678  0.22
H -0.768 30.595 -14.554  0.23
H -3.021 36.284 -17.964  0.22
H -2.493 36.842 -19.578  0.20
H 3.645 36.740 -13.269  0.29
H -3.228 38.433 -17.326  0.22
H -4.396 37.000 -15.234  0.22

E_LUMO (spin up / spin down) in eV: -4.37 / -4.85
Spin multiplicity: 6
Gap between HOMO and LUMO (spin up / spin down) in eV: 5.50 / 5.02
Energy relative to the best compared isomer or geometry (same formula, charge and spin) in kcal/mol: 3.3
HOMO energy (spin up / spin down) in eV: -9.86 / -9.86
Net charge: +1
E_tot in a.u.: -2448.967342